No. 1
23
Properties=species:S:1:pos:R:3:forces:R:3 method="wB97M-V/def2-TZVPD" e_tot_ev=-12041.2026 de_lowest_kcal_mol=77.3 gap_ev=9.84 charge=0 smiles="CC#CC(C)C.CN=C=O" homo_ev=-9.0580
C -0.05463 -1.40846 -0.37444 0.2 -1.9 -0.4
C -1.18337 -2.37819 -0.45671 1.5 0.4 0.1
C 0.97480 -0.81095 -0.22821 0.0 1.1 0.3
C -1.60087 0.16215 0.97427 -0.8 1.0 -1.0
C 2.51845 0.17156 1.46403 2.5 -1.2 -2.7
C 1.48839 1.59570 -0.31892 2.9 0.4 -0.5
C -2.83050 0.90450 -1.09280 2.1 -0.9 -0.5
C 2.06835 0.19806 -0.03892 -1.0 -1.7 0.0
N -1.82903 0.80091 -0.00486 -0.5 0.0 -1.1
O -1.33742 -0.36474 1.96568 0.4 -0.8 1.7
H -1.94360 -1.96560 0.15786 -1.3 0.2 0.0
H -0.93143 -3.30997 0.05953 0.2 0.0 -0.4
H 1.88745 0.82687 1.93220 -1.8 1.1 1.7
H 3.52303 0.59174 1.57531 0.0 0.1 -0.2
H 2.58594 -0.83155 1.84936 -0.5 -0.2 0.4
H 2.16071 2.34575 0.14903 -0.1 -0.4 0.0
H 1.64808 1.81847 -1.39470 -1.3 0.0 0.5
H 0.56110 1.71284 0.20428 -0.8 0.1 -0.6
H -2.69279 1.97690 -1.33101 -1.4 -0.6 -0.2
H -2.54530 0.30468 -2.06735 -0.2 1.0 2.1
H -3.74445 0.44781 -0.69153 -0.2 1.0 -0.5
H 2.73668 -0.22336 -0.83784 0.5 1.2 1.1
H -1.45960 -2.56510 -1.49426 -0.3 0.0 0.2



No. 2
5
Properties=species:S:1:pos:R:3:forces:R:3 method="wB97M-V/def2-TZVPD" e_tot_ev=-36716.2974 de_lowest_kcal_mol=64.0 gap_ev="7.10 / 7.10" charge=0 homo_ev="-10.4318 / -10.4273"
C 1.43444 -0.41856 0.11208 -3.7 -0.6 0.4
N 2.52194 -0.08868 0.02371 1.8 0.4 -0.2
S -2.52563 -0.92669 0.16385 2.1 0.3 0.3
S -0.78219 -0.32116 -0.41218 -0.1 1.3 -0.3
Cl -0.64857 1.75509 0.11254 -0.1 -1.3 -0.2



No. 3
27
Properties=species:S:1:pos:R:3:forces:R:3 method="wB97M-V/def2-TZVPD" e_tot_ev=-20933.8864 de_lowest_kcal_mol=61.4 gap_ev=7.54 charge=0 homo_ev=-7.7498
C -0.02108 -1.47747 0.34325 0.7 -1.2 -0.2
C -1.14120 -2.34673 -0.05495 -0.3 2.6 0.8
C 1.27337 -1.87873 0.15478 -1.7 2.1 0.9
C -2.42485 -1.88623 -0.20116 1.3 0.8 -0.6
C 2.47365 -0.98725 0.37903 -2.3 0.3 0.4
C -2.93652 -0.44755 -0.05287 -0.8 -2.1 -1.4
C 1.87183 1.43009 -1.00267 1.2 -0.8 1.0
C 3.37834 1.32193 -0.77440 1.1 0.9 -1.4
C 2.37002 0.20092 1.37878 -1.3 -0.2 -0.4
C 2.48850 0.48065 -0.03005 0.4 -1.6 -0.9
C -3.99112 1.91927 0.20746 3.0 2.0 -4.0
P -2.37091 1.01007 0.53003 -0.9 -0.1 0.1
H -0.30819 -0.54583 0.78511 0.3 0.6 0.0
H -0.80012 -3.32668 -0.26718 -0.4 -1.1 -0.5
H 1.32119 -2.90709 -0.12603 0.8 -0.5 -0.5
H -3.04300 -2.58892 -0.75469 -0.6 0.3 0.5
H 3.38406 -1.52626 0.42139 0.9 -0.1 -0.1
H -3.94312 -0.29235 -0.57929 1.4 -0.8 1.0
H 1.28113 2.22621 -0.65242 -0.4 1.0 0.6
H 1.58827 1.07564 -1.94159 -0.6 -0.8 -1.2
H 4.05668 1.07744 -1.60728 -0.8 -0.6 0.2
H 3.87947 2.06639 -0.22607 0.3 1.1 0.9
H 3.15189 0.35623 2.06134 1.2 0.2 0.6
H 1.41572 0.53570 1.75350 -0.4 -0.6 0.4
H -4.76226 1.71619 0.80267 -2.9 -1.4 2.7
H -4.35873 1.79280 -0.87729 0.7 0.1 1.5
H -3.83302 3.00156 0.33064 0.1 -0.2 -0.1